{"formula": "C20H22Cl5Ru", "method": "ωB97M-V/def2-TZVPD", "species": ["Ru", "C", "C", "C", "C", "C", "C", "C", "C", "C", "H", "H", "H", "H", "H", "H", "H", "H", "H", "H", "H", "H", "Cl", "C", "C", "C", "Cl", "C", "Cl", "C", "Cl", "C", "Cl", "C", "C", "C", "C", "C", "H", "H", "H", "H", "H", "H", "H", "H", "H", "H"], "coordinates": [[-0.2974, -0.2012, 0.0383], [2.7378, -1.9443, 1.9867], [1.2627, -1.9415, 1.6976], [0.4024, -1.0890, 2.4015], [-0.9740, -1.0395, 2.1348], [-1.9131, -0.1855, 2.9471], [-1.4864, -1.8775, 1.1222], [-0.6441, -2.7700, 0.4362], [-1.2318, -3.6860, -0.6009], [0.7199, -2.7895, 0.7322], [3.2670, -1.3064, 1.2751], [3.1520, -2.9484, 1.9005], [2.9466, -1.5676, 2.9873], [0.7957, -0.4824, 3.2074], [-2.2343, 0.6880, 2.3803], [-1.4323, 0.1587, 3.8623], [-2.8038, -0.7532, 3.2165], [-2.5537, -1.9190, 0.9441], [-1.4359, -3.1352, -1.5218], [-2.1749, -4.1078, -0.2536], [-0.5510, -4.5022, -0.8371], [1.3667, -3.4760, 0.1983], [-3.6016, 0.6259, -0.8009], [-2.4696, 0.3248, -2.0925], [-1.2065, -0.1429, -1.7570], [-0.3465, -0.3570, -2.8338], [1.2680, -0.9126, -2.4133], [-0.6798, -0.1351, -4.1605], [0.4533, -0.4219, -5.4248], [-1.9617, 0.3337, -4.4484], [-2.4247, 0.6233, -6.0814], [-2.8621, 0.5634, -3.4090], [-4.4441, 1.1459, -3.7642], [2.4356, 2.0401, -0.4386], [1.2284, 2.4157, 0.4316], [0.9239, 3.9078, 0.2611], [1.5825, 2.1467, 1.8971], [0.0430, 1.5883, -0.0458], [3.3119, 2.6116, -0.1209], [2.2475, 2.2521, -1.4924], [2.6607, 0.9758, -0.3492], [1.7598, 4.5187, 0.6101], [0.0354, 4.1917, 0.8291], [0.7410, 4.1468, -0.7884], [2.4164, 2.7814, 2.2060], [1.8824, 1.1084, 2.0326], [0.7342, 2.3493, 2.5552], [-0.6455, 2.1937, -0.6565]], "forces_ev_per_a": [[0.434, -0.602, 1.283], [0.001, -0.001, -0.008], [0.029, 0.166, 0.093], [0.097, 0.057, -0.126], [-0.223, -0.147, -0.199], [0.054, 0.049, 0.020], [-0.331, -0.412, 0.320], [-0.058, 0.030, -0.098], [0.047, 0.027, -0.044], [-0.104, -0.024, -0.113], [-0.003, -0.009, -0.003], [0.001, -0.001, 0.000], [-0.006, -0.004, 0.001], [0.028, 0.030, -0.027], [-0.015, -0.011, -0.010], [0.003, 0.010, -0.008], [0.009, -0.007, 0.017], [0.002, 0.045, 0.001], [0.005, 0.001, 0.000], [0.001, -0.003, 0.003], [0.005, 0.007, -0.009], [0.000, 0.010, -0.006], [0.038, 0.028, -0.014], [-0.119, -0.134, 0.058], [0.432, 0.750, -0.367], [-0.026, -0.183, 0.040], [-0.090, -0.010, -0.220], [-0.011, -0.082, 0.024], [-0.006, 0.012, 0.005], [-0.021, 0.008, -0.026], [-0.002, -0.005, 0.007], [-0.024, -0.047, 0.004], [0.006, -0.005, 0.001], [-0.005, -0.005, -0.027], [-0.104, 0.108, 0.275], [-0.009, -0.001, -0.005], [-0.024, -0.046, -0.029], [-0.074, 0.307, -0.874], [0.002, 0.014, -0.027], [-0.009, -0.008, -0.007], [0.005, -0.004, 0.017], [0.007, 0.004, -0.012], [0.007, -0.002, 0.017], [-0.005, -0.001, 0.004], [-0.008, 0.010, 0.004], [0.027, -0.033, 0.009], [-0.002, -0.003, -0.006], [0.040, 0.118, 0.062]], "lowdin_charge": [0.990, -0.037, -0.278, -0.056, -0.348, -0.036, -0.129, -0.303, -0.029, -0.042, 0.083, 0.083, 0.083, 0.116, 0.073, 0.081, 0.086, 0.119, 0.081, 0.087, 0.083, 0.125, 0.647, -0.691, -0.363, -0.677, 0.660, -0.714, 0.677, -0.711, 0.673, -0.708, 0.673, -0.072, -0.664, -0.075, -0.067, -0.165, 0.086, 0.084, 0.052, 0.081, 0.084, 0.083, 0.085, 0.049, 0.085, 0.058], "homo_lumo_gap_ev": [7.85, 7.26], "multiplicity": 2, "de_lowest_kj_mol": 167.1, "largest_force_ev_per_a": 1.5, "lumo_energy_ev": [0.3, -0.2]}

***

{"formula": "C20H22EuN2", "method": "ωB97M-V/def2-TZVPD", "species": ["C", "C", "C", "H", "C", "H", "H", "H", "C", "H", "H", "C", "H", "H", "C", "H", "H", "C", "H", "H", "Eu", "H", "C", "C", "C", "C", "C", "C", "N", "N", "C", "C", "C", "C", "C", "C", "H", "H", "H", "H", "H", "H", "H", "H", "H"], "coordinates": [[0.3687, -0.5317, -1.4337], [-0.1035, 2.3379, -2.9494], [-0.6747, -1.1067, -2.3298], [0.9035, -1.4088, -1.0182], [-1.3560, 2.1858, -2.5053], [0.2933, 3.3535, -3.0834], [-0.8563, -2.1792, -2.2211], [-1.8800, 3.0765, -2.1384], [-1.6290, -0.3518, -3.1149], [-2.4985, -1.0291, -3.2215], [-1.2990, -0.1397, -4.1452], [1.4131, 0.3677, -2.1423], [2.1703, -0.2929, -2.5973], [1.9665, 0.9830, -1.4066], [0.8845, 1.2638, -3.2886], [0.5141, 0.6227, -4.0984], [1.7654, 1.7932, -3.6917], [-2.2088, 0.9591, -2.4787], [-3.1246, 1.1915, -3.0506], [-2.5340, 0.7485, -1.4458], [1.0119, 0.6311, 1.6196], [-0.0105, 0.0260, -0.4558], [-0.8450, 3.1059, 3.7193], [-1.1650, 2.7640, 2.3945], [-1.4980, 1.4374, 2.0956], [-1.2506, 0.4485, 3.0997], [-1.0097, 0.7976, 4.4398], [-0.7928, 2.1385, 4.7329], [-0.8067, -0.7789, 2.5742], [-0.3784, -1.6969, 3.4218], [0.7598, -2.3661, 2.9756], [0.9640, -3.6863, 3.4792], [1.9815, -4.4745, 2.9529], [2.8449, -3.9280, 1.9940], [2.6534, -2.5977, 1.5186], [1.6573, -1.8085, 2.0443], [-0.6821, 4.1596, 3.9683], [-1.2082, 3.5295, 1.6118], [-1.8855, 1.0976, 1.1265], [-0.9384, -0.0125, 5.1667], [-0.5941, 2.4309, 5.7630], [0.2754, -4.0235, 4.2576], [2.1163, -5.5041, 3.2955], [3.6897, -4.5114, 1.6215], [3.2985, -2.1955, 0.7329]], "forces_ev_per_a": [[0.537, 0.061, 1.159], [-0.290, 0.261, 0.449], [0.773, -0.492, 1.303], [-0.134, 0.542, 0.082], [0.232, 0.482, 0.002], [-0.283, -0.299, 0.462], [0.167, 0.366, -0.076], [0.138, -0.115, -0.396], [-1.882, 0.587, -0.336], [0.237, 0.366, -0.226], [-0.076, 0.003, 0.200], [-0.047, -0.056, -0.255], [-0.236, 0.197, 0.177], [-0.204, -0.068, -0.170], [0.740, 0.001, -0.469], [0.225, 0.115, 0.220], [-0.237, -0.376, -0.005], [0.201, -0.789, -0.181], [0.239, 0.004, 0.282], [0.022, 0.007, -0.265], [0.053, -0.979, 0.279], [-0.239, -0.838, -1.980], [0.324, 0.801, -0.322], [-0.716, -0.172, 0.317], [-0.010, 0.320, 0.456], [0.700, -1.932, -1.063], [0.039, 0.692, 0.343], [-0.474, -0.494, -0.019], [0.091, 1.729, -0.482], [0.055, -0.273, 0.857], [-0.081, -1.420, 0.134], [-0.349, 0.743, -0.203], [0.196, 0.389, 0.104], [0.067, 0.511, -0.557], [0.415, -1.554, 0.761], [-0.763, 1.724, -0.563], [0.082, -0.437, -0.109], [-0.144, -0.196, 0.379], [0.391, 0.226, 0.232], [0.160, 0.343, -0.181], [0.015, 0.040, -0.237], [0.217, -0.164, -0.304], [0.024, 0.371, -0.063], [-0.318, 0.010, 0.004], [0.142, -0.238, 0.259]], "lowdin_charge": [-0.233, -0.109, -0.073, 0.099, -0.122, 0.101, 0.107, 0.102, -0.225, 0.116, 0.113, -0.197, 0.115, 0.087, -0.210, 0.101, 0.110, -0.178, 0.117, 0.108, 1.553, 0.053, -0.141, -0.166, -0.197, -0.393, -0.058, -0.101, -0.159, -0.010, -0.367, -0.056, -0.123, -0.122, -0.202, -0.275, 0.094, 0.101, 0.093, 0.105, 0.104, 0.096, 0.094, 0.084, 0.062], "homo_lumo_gap_ev": [5.02, 5.69], "multiplicity": 8, "largest_force_ev_per_a": 2.3, "lumo_energy_ev": [-0.7, -0.5]}